DFT (wB97M-V/def2-TZVPD) results for a cluster of 16 separate species, C46H131N7O25 in total at a distorted geometry.

Atoms and positions in Å:
C (-1.05491, -2.18326, -0.07716)
C (-0.19206, -1.05477, 0.44279)
C (-0.12791, 0.03590, -0.60009)
O (0.92539, 0.98094, -0.21195)
C (1.09598, 2.00226, -1.23536)
N (-0.85272, -0.58591, 1.68052)
H (-0.72045, -2.65244, -1.00421)
H (-2.10737, -1.86380, -0.12060)
H (-1.12086, -2.90497, 0.72387)
H (0.83854, -1.36151, 0.59750)
H (-1.11102, 0.53940, -0.67004)
H (0.17917, -0.32766, -1.57858)
H (1.87189, 2.71257, -0.96217)
H (0.18159, 2.58122, -1.25936)
H (1.39822, 1.56615, -2.19261)
H (-0.63780, -1.30210, 2.37097)
H (-0.39630, 0.27570, 2.00619)
C (2.74897, -0.50571, 6.67490)
C (1.84257, 0.42395, 5.92893)
C (2.32302, 1.85836, 5.94676)
O (2.65571, 2.37035, 7.24037)
C (1.49610, 2.50999, 8.05326)
N (1.67390, -0.04405, 4.53442)
H (2.86157, -0.14285, 7.69504)
H (3.76389, -0.59099, 6.27284)
H (2.38761, -1.53431, 6.71358)
H (0.89425, 0.39122, 6.45100)
H (1.57329, 2.51027, 5.50471)
H (3.25680, 1.90887, 5.37926)
H (0.83441, 1.64263, 8.19376)
H (0.91061, 3.28065, 7.55867)
H (1.81878, 2.88152, 9.01926)
H (2.61862, -0.14130, 4.13146)
H (1.17036, 0.67500, 3.99997)
C (0.13306, 7.17349, -2.24922)
C (1.63270, 7.48702, -2.42997)
C (2.41864, 6.19968, -2.85107)
O (1.77709, 5.58662, -3.90798)
C (2.45351, 4.45722, -4.38323)
N (1.83995, 8.49443, -3.44055)
H (-0.27995, 6.75297, -3.15370)
H (-0.48658, 7.98838, -1.85401)
H (0.12304, 6.38565, -1.48220)
H (2.14387, 7.86520, -1.53938)
H (2.38304, 5.51290, -1.97969)
H (3.46300, 6.41545, -3.09494)
H (1.92399, 4.16473, -5.29289)
H (2.50183, 3.68144, -3.61551)
H (3.45103, 4.73077, -4.71120)
H (1.72325, 7.99111, -4.32129)
H (2.81989, 8.83041, -3.44750)
C (5.73779, -3.20202, 2.34777)
C (4.92055, -2.94591, 3.60530)
C (3.45514, -2.80659, 3.27484)
O (2.97121, -3.98232, 2.59517)
C (1.58345, -4.21125, 2.73816)
N (5.03911, -4.02133, 4.62883)
H (6.77671, -3.42490, 2.54989)
H (5.73334, -2.28573, 1.74065)
H (5.31574, -4.01930, 1.75489)
H (5.29896, -2.00400, 3.97634)
H (3.29656, -1.99282, 2.52782)
H (2.89430, -2.56766, 4.18724)
H (0.95148, -3.45798, 2.23522)
H (1.31076, -4.12468, 3.80202)
H (1.37963, -5.21057, 2.37595)
H (4.53889, -4.85935, 4.34808)
H (5.94992, -4.27272, 4.98060)
C (-2.16459, -5.44923, 1.38070)
C (-2.11865, -4.90496, 2.77979)
C (-3.59765, -4.71445, 3.32246)
O (-4.41261, -3.79677, 2.58779)
C (-4.00134, -2.43911, 2.76370)
N (-1.30035, -5.72276, 3.68227)
H (-1.18762, -5.59925, 0.93736)
H (-2.73836, -4.71106, 0.79642)
H (-2.65578, -6.43094, 1.33646)
H (-1.62346, -3.93390, 2.74995)
H (-3.51856, -4.33661, 4.33873)
H (-4.14951, -5.64956, 3.35070)
H (-4.77342, -1.76448, 2.37645)
H (-3.08354, -2.22777, 2.21826)
H (-3.87983, -2.20946, 3.80971)
H (-1.73242, -6.64871, 3.74936)
H (-1.12481, -5.41434, 4.63315)
C (1.49285, -5.55239, -4.88246)
C (1.45513, -4.86461, -3.49075)
C (0.34145, -5.28813, -2.55610)
O (-0.87062, -4.84949, -3.18115)
C (-2.11455, -5.17315, -2.64479)
N (2.78274, -5.06063, -2.92220)
H (2.38459, -5.33290, -5.46555)
H (0.63176, -5.19668, -5.46736)
H (1.41266, -6.66000, -4.75765)
H (1.33962, -3.77767, -3.63671)
H (0.41377, -4.92723, -1.48955)
H (0.23452, -6.38569, -2.44851)
H (-2.21075, -5.08838, -1.54483)
H (-2.39187, -6.21443, -2.83138)
H (-2.84066, -4.52985, -3.14832)
H (2.91445, -4.86510, -1.91526)
H (3.04324, -6.02677, -3.11077)
C (-1.50157, 3.85238, -3.22428)
C (-2.66679, 4.60055, -2.56435)
C (-4.00077, 4.49887, -3.35762)
O (-5.07967, 5.10629, -2.71110)
C (-6.37292, 4.78803, -3.30529)
N (-2.91038, 4.05744, -1.19344)
H (-1.70813, 2.78058, -3.15423)
H (-0.55510, 4.08652, -2.71881)
H (-1.47710, 4.13519, -4.26703)
H (-2.32645, 5.62774, -2.42951)
H (-4.20640, 3.42245, -3.51259)
H (-3.85346, 4.89542, -4.37614)
H (-6.63802, 3.73795, -3.28116)
H (-6.48579, 5.13185, -4.35168)
H (-7.06392, 5.34667, -2.67892)
H (-3.31577, 3.13752, -1.37636)
H (-3.72690, 4.58013, -0.84976)
C (-2.27922, -1.92056, -4.68456)
C (-2.00006, -1.17424, -3.40764)
O (-2.24908, 0.21740, -3.53501)
O (-3.70575, -2.08185, -4.75143)
H (-1.89556, -2.93662, -4.58799)
H (-1.85224, -1.43664, -5.56526)
H (-0.96102, -1.29117, -3.12118)
H (-2.58377, -1.67346, -2.63389)
H (-2.71413, 0.46934, -2.71905)
H (-3.93278, -1.52945, -5.50331)
C (0.44710, 1.48140, -5.15305)
C (1.70925, 1.16215, -5.88476)
O (1.84151, -0.24106, -6.18647)
O (-0.56623, 0.82154, -5.87605)
H (0.29201, 2.56162, -5.16153)
H (0.51131, 1.07950, -4.13550)
H (2.55665, 1.45419, -5.24808)
H (1.83627, 1.64968, -6.84003)
H (0.98806, -0.55476, -6.50944)
H (-1.33999, 0.75354, -5.31117)
C (5.12649, 2.91527, -1.87457)
C (5.20619, 1.48265, -2.40485)
O (4.16319, 1.44755, -3.38511)
O (5.79805, 2.85566, -0.62582)
H (4.10258, 3.19762, -1.73180)
H (5.65373, 3.65047, -2.48781)
H (4.97191, 0.84968, -1.56867)
H (6.19213, 1.31831, -2.82935)
H (4.13234, 0.57494, -3.80251)
H (5.65515, 3.68794, -0.17484)
C (-6.26977, -2.78606, -1.09703)
C (-5.19885, -3.78799, -0.75812)
O (-5.71570, -4.66222, 0.24178)
O (-6.82217, -2.05405, 0.00119)
H (-7.09152, -3.32161, -1.60271)
H (-5.90231, -2.02013, -1.80190)
H (-4.24847, -3.34037, -0.44913)
H (-4.95596, -4.42727, -1.59362)
H (-5.19145, -4.46873, 1.03609)
H (-6.93562, -2.70921, 0.71613)
C (-2.23160, 0.50441, 4.59120)
C (-1.85051, -0.71524, 5.33105)
O (-0.90192, -1.48332, 4.64259)
O (-3.00012, 0.33043, 3.42535)
H (-1.30301, 1.06141, 4.33632)
H (-2.85402, 1.09461, 5.30245)
H (-2.71051, -1.32888, 5.56232)
H (-1.46088, -0.38296, 6.29897)
H (-0.02074, -1.12542, 4.72252)
H (-2.46463, -0.10921, 2.72031)
C (3.77536, 2.62464, 2.19104)
C (4.27913, 1.22583, 1.94376)
O (4.38634, 0.51000, 3.13519)
O (4.78329, 3.42380, 2.90091)
H (2.86674, 2.55946, 2.80280)
H (3.64406, 3.10047, 1.21517)
H (5.19581, 1.43022, 1.38737)
H (3.52920, 0.73778, 1.32027)
H (5.10262, 0.99624, 3.57574)
H (4.27870, 4.13891, 3.30284)
C (-5.81689, 1.28600, 0.06575)
C (-4.42893, 0.85664, -0.27058)
O (-4.22195, 1.01725, -1.68084)
O (-6.74709, 0.86645, -0.87523)
H (-5.87248, 2.38313, 0.03257)
H (-6.13868, 0.98899, 1.06234)
H (-4.22818, -0.15697, 0.12128)
H (-3.79348, 1.52953, 0.34087)
H (-5.06558, 0.98499, -2.13800)
H (-6.85610, -0.08280, -0.75456)
C (-0.19529, 3.66425, 2.75983)
C (-1.28743, 3.93040, 1.76219)
O (-0.63009, 4.03849, 0.52222)
O (0.54893, 2.46584, 2.48672)
H (-0.68447, 3.50681, 3.72473)
H (0.53212, 4.48609, 2.78440)
H (-1.86548, 4.81423, 2.03569)
H (-1.97127, 3.06659, 1.72697)
H (-1.30869, 3.93218, -0.14493)
H (0.66253, 2.45260, 1.53785)
C (3.09406, -1.75223, -1.85200)
C (3.43902, -2.05040, -0.41897)
O (3.16476, -3.43077, -0.25923)
O (3.97634, -2.08966, -2.89774)
H (2.90277, -0.66346, -1.92928)
H (2.11845, -2.17289, -2.11405)
H (2.70920, -1.44890, 0.11187)
H (4.50007, -1.78515, -0.18297)
H (3.35677, -3.69908, 0.64891)
H (4.05003, -3.06315, -2.99587)

For the energy above the lowest of the compared OMol25 structures with the same formula, charge and spin, the calculation gives 0.0 kcal/mol. The HOMO energy is -0.332 hartree. For the energy, the calculation gives -111438.747 eV. As for the LUMO energy: 0.366 eV. The value obtained for the molar mass is 1182.58 g/mol. The value obtained for the frontier orbital gap is 9.3954 eV. As for the total charge: 0.